Molecular formula: C5H10N2
Method: DFT, wB97M-V/def2-TZVPD

Summary:
net charge = 0
HOMO-LUMO gap = 10.3229 eV
M = 98.149 g mol⁻¹
SMILES = [H]/N=C(\C=N\[H])C(C)C
DFT total energy = -305.98795 a.u.
maximum force = 2.273 eV Å⁻¹
ΔE to the lowest compared entry with this formula, charge and spin = 94.3 kJ/mol

Geometry as XYZ:
```
17
Properties=species:S:1:pos:R:3:forces:R:3
C 0.185463 -0.684643 0.502356 -1.2 0.1 -1.5
H 1.771048 -3.187200 -0.901627 -0.3 0.1 -0.1
C 1.186199 -1.497146 -0.251708 0.1 -2.1 0.8
C 0.235035 1.808360 0.687043 0.1 0.5 0.0
H 0.086449 2.773138 0.190573 0.0 -0.1 0.1
H -1.677669 1.615149 -1.347560 0.1 -0.1 0.0
H -0.415579 1.773300 1.567066 0.1 -0.1 -0.2
N 0.953746 -2.752059 -0.461006 0.7 1.6 0.2
N -0.575102 -1.131108 1.433163 1.1 0.5 -0.9
H -0.314101 -2.109327 1.632914 0.0 0.4 0.0
H 2.122328 -0.981888 -0.515120 -0.2 -0.2 -0.2
C -0.056583 0.660861 -0.269864 -0.3 -0.3 1.6
H 1.273164 1.770411 1.034199 -0.1 0.0 0.0
H -2.212241 0.660382 0.042854 0.2 0.0 -0.1
H 0.617093 0.744652 -1.129595 0.1 -0.3 0.2
C -1.490908 0.697323 -0.780718 -0.3 -0.1 -0.1
H -1.688343 -0.160205 -1.432974 0.0 0.1 0.0
```
Forces are in eV/Å.

Results of the natural (NBO) charge analysis, in e, for atoms 1 through 8:
1 C 0.241
2 H 0.339
3 C 0.053
4 C -0.599
5 H 0.207
6 H 0.207
7 H 0.222
8 N -0.585